[1]
Molecular formula: C4H8NO
Method: DFT, the ωB97M-V functional and the def2-TZVPD basis

Each line ends with the Mulliken charge.
Element x y z (Å)
1 C -1.9694 0.8747 -0.2558  -0.632
2 C -0.9329 -0.0760 0.4236  -0.066
3 C 0.2904 -0.2452 -0.2957  0.102
4 C 2.6105 0.1057 -0.1618  -0.702
5 N -2.2375 -0.4789 -0.0369  -0.092
6 O 1.2936 0.0525 0.3942  -0.187
7 H -2.4763 1.7226 0.3657  0.167
8 H -0.6549 -0.2183 1.5882  0.274
9 H 0.3203 -0.3284 -1.3413  0.453
10 H 2.7787 0.9516 -0.7751  0.365
11 H 2.9305 -0.9683 -0.3724  0.345
12 H 3.2159 0.3916 0.7986  0.285
13 H -2.8307 -0.9732 0.6656  0.322
14 H -2.3384 -0.8102 -0.9969  0.365

Atoms 1-2, force components in eV/Å:
0.4701 4.4440 0.8761
1.0698 -0.2581 3.5254

The charge is +1. The value obtained for the orbital gap is 6.91 eV. The spin multiplicity is 1.

***

[2]
Molecular formula: C4H8NO
Method: DFT, the ωB97M-V functional and the def2-TZVPD basis

Each line ends with the Mulliken charge.
Element x y z (Å)
1 C -2.8515 0.0076 0.6003  0.210
2 C 0.3407 0.9010 -0.7688  -0.724
3 C -0.3267 0.5373 0.5389  -0.382
4 C 0.4192 -0.4825 -0.2020  -0.109
5 N 1.9139 -0.8366 0.0612  -0.301
6 O -3.0315 -0.8049 -0.1698  -0.182
7 H -3.3932 0.7251 1.1634  0.359
8 H -0.3273 1.1648 -1.5802  0.180
9 H 1.1251 1.6410 -0.8223  0.253
10 H -0.1402 1.1127 1.4895  0.280
11 H -0.2152 -1.3646 -0.6836  0.300
12 H 1.8790 -1.3339 1.0121  0.384
13 H 2.4955 0.0754 0.1369  0.385
14 H 2.1123 -1.3425 -0.7755  0.345

Atoms 1-2, force components in eV/Å:
3.4508 0.7179 -0.7997
-2.3129 0.6440 -0.2636

The charge is +1. The value obtained for the orbital gap (spin up / spin down) is 7.84 / 8.27 eV. The spin multiplicity is 1.

***

[3]
Molecular formula: C4H8NO
Method: DFT, the ωB97M-V functional and the def2-TZVPD basis

Each line ends with the Mulliken charge.
Element x y z (Å)
1 C 0.1985 0.6399 1.4036  -0.284
2 C -0.7012 -0.8522 -0.6598  0.476
3 C 1.3166 0.1132 1.7902  -0.125
4 C -1.5154 -0.9623 -1.9547  -1.016
5 N 1.4346 1.2917 1.0297  -0.183
6 O 0.2640 -1.4738 -0.4025  -0.410
7 H -0.6879 1.1822 1.6408  0.399
8 H -0.9729 -0.0906 0.1150  0.088
9 H 2.1706 -0.4750 2.0289  0.445
10 H -0.8086 -0.6769 -2.6791  0.293
11 H -2.3360 -0.2841 -1.9147  0.357
12 H -1.9600 -1.9105 -2.0721  0.321
13 H 1.7699 1.3590 0.1131  0.298
14 H 1.8278 2.1394 1.5615  0.341

Atoms 1-2, force components in eV/Å:
-7.8653 3.5362 -3.6822
-1.6053 -0.1544 -1.1269

The expectation value of S² is 2.01. The charge is +1. The value obtained for the orbital gap (spin up / spin down) is 8.35 / 5.68 eV. The spin multiplicity is 3.

***

[4]
Molecular formula: C4H8NO2
Method: DFT, the ωB97M-V functional and the def2-TZVPD basis

Each line ends with the Mulliken charge.
Element x y z (Å)
1 N -2.7206 -1.1522 -0.3921  -0.534
2 C -1.3298 -0.8698 -0.1787  0.636
3 O -1.1122 0.2315 0.3760  -0.707
4 O -0.5538 -1.7938 -0.5268  -0.752
5 H -2.8754 -2.0898 -0.7244  0.204
6 H -3.3382 -0.8073 0.3203  0.206
7 C 2.0839 0.1217 -0.4092  -0.752
8 C 1.6219 1.1061 0.5906  0.091
9 C 1.9269 2.4178 0.6472  -0.803
10 H 1.1999 -0.3356 -0.8570  0.152
11 H 2.6214 0.6204 -1.2325  0.276
12 H 2.7238 -0.6771 -0.0134  0.196
13 H 0.8994 0.7789 1.3315  0.259
14 H 1.3591 3.0693 1.2972  0.271
15 H 2.7022 2.7476 -0.0362  0.259

Atoms 1-2, force components in eV/Å:
-0.0101 0.0020 -0.6547
-0.5770 -0.3638 0.6986

The charge is -1. The value obtained for the orbital gap is 8.38 eV. The spin multiplicity is 1.

***

[5]
Molecular formula: C4H8NO2
Method: DFT, the ωB97M-V functional and the def2-TZVPD basis

Each line ends with the Mulliken charge.
Element x y z (Å)
1 C 0.2134 -1.5027 2.0793  -0.706
2 N -0.1856 -1.3566 0.6302  -0.565
3 C 1.2668 -0.5257 -1.2340  -1.457
4 C 0.4171 -0.1403 -0.0149  0.698
5 C -0.5439 1.0300 -0.4580  0.329
6 O -1.6451 0.8214 -0.9720  -0.711
7 O 0.0551 2.1317 -0.2787  -0.760
8 H 0.5040 -2.5316 2.2648  0.244
9 H -0.6152 -1.1397 2.6896  0.265
10 H 1.0717 -0.8519 2.2208  0.288
11 H -1.1869 -1.1802 0.6220  0.299
12 H 1.2039 -1.6029 -1.4048  0.411
13 H 0.7597 -0.1255 -2.1273  0.288
14 H 2.2599 -0.0817 -1.2596  0.278
15 H 1.0495 0.3471 0.7113  0.099

Atoms 1-2, force components in eV/Å:
-0.4377 0.6451 -1.8820
0.0021 0.6376 0.4940

As for the SMILES: CN[C@@H](C)C(=O)[O-]. The charge is -1. The value obtained for the orbital gap is 7.76 eV. The spin multiplicity is 1.

***

[6]
Molecular formula: C4H8NO2
Method: DFT, the ωB97M-V functional and the def2-TZVPD basis

Each line ends with the Mulliken charge.
Element x y z (Å)
1 C -0.1361 -1.7991 -2.0697  -0.922
2 C -1.4089 -0.1691 2.6402  -0.724
3 C 0.2186 -0.7246 -1.2665  0.361
4 C 1.5645 1.2379 -0.6305  -0.543
5 N -1.0947 0.4076 1.5157  -0.133
6 O -0.8007 1.7256 1.6202  -0.480
7 O 1.4436 -0.0208 -1.2691  -0.371
8 H -1.1408 -2.1468 -1.9632  0.277
9 H 0.5074 -2.2357 -2.8047  0.314
10 H -1.6541 0.4411 3.4895  0.194
11 H -1.9087 -1.0934 2.4749  0.096
12 H -0.4558 -0.4648 -0.3676  0.214
13 H 0.5748 1.7698 -0.3248  0.261
14 H 2.1281 1.9016 -1.3507  0.207
15 H 2.1629 1.1706 0.3063  0.250

Atoms 1-2, force components in eV/Å:
1.3947 2.9350 1.6456
-0.3007 -2.0967 2.5314

The expectation value of S² is 2.01. The charge is -1. The value obtained for the orbital gap (spin up / spin down) is 3.58 / 7.03 eV. The spin multiplicity is 3.

***

[7]
Molecular formula: C4H8NO2
Method: DFT, the ωB97M-V functional and the def2-TZVPD basis

Each line ends with the Mulliken charge.
Element x y z (Å)
1 C 1.6514 0.2657 -0.6681  -0.767
2 C 0.7705 -0.6118 -0.7287  -0.468
3 C -0.3649 0.5460 1.2873  -0.297
4 C -0.3364 -0.5326 0.2700  1.201
5 N -1.1204 -1.5794 0.0834  -0.320
6 O -1.3142 0.3231 2.2188  -0.581
7 O -0.6496 1.6895 0.6179  -0.440
8 H 2.4236 0.5197 -1.3286  0.393
9 H 1.3004 1.1008 -0.0661  0.221
10 H 0.8062 -1.4408 -1.3269  0.383
11 H 0.7420 0.5409 1.7248  0.370
12 H -1.8613 -1.8864 0.6470  0.262
13 H -1.1063 0.9790 3.0577  0.413
14 H -1.1627 -2.1071 -0.8346  0.283
15 H -1.5608 1.8269 0.4502  0.346

Atoms 1-2, force components in eV/Å:
2.1269 5.9408 0.4456
-4.0632 -2.0164 1.8999

As for the SMILES: C=CC(=[NH2+])C(O)O. The charge is +1. The value obtained for the orbital gap is 10.32 eV. The spin multiplicity is 1.

***

[8]
Molecular formula: C4H8NO2
Method: DFT, the ωB97M-V functional and the def2-TZVPD basis

Each line ends with the Mulliken charge.
Element x y z (Å)
1 O -1.7508 -1.5365 0.2335  -0.478
2 C -0.7906 -1.0193 -0.2675  0.056
3 C -0.4616 0.4465 0.0608  -0.144
4 C 0.9778 0.7065 0.5299  -0.765
5 C 1.9765 0.5308 -0.6096  -0.099
6 O 1.7763 -0.2547 -1.4943  -0.427
7 N -1.4309 0.8399 1.1382  -0.261
8 H -0.0576 -1.5954 -0.8421  0.484
9 H -0.6347 0.9761 -0.8797  0.323
10 H 1.0401 1.7696 0.7760  0.420
11 H 1.2763 0.0572 1.3546  0.405
12 H 2.8500 1.1949 -0.6668  0.393
13 H -1.7064 1.8209 1.0619  0.369
14 H -2.1883 0.1384 1.2071  0.354
15 H -0.8993 0.8222 2.0180  0.370

Atoms 1-2, force components in eV/Å:
-0.3765 0.2122 0.0116
0.5088 -0.5393 0.8596

As for the SMILES: [NH3+][C@H](C=O)CC=O. The charge is +1. The value obtained for the orbital gap is 10.45 eV. The spin multiplicity is 1.

***

[9]
Molecular formula: C4H8NO2P
Method: DFT, the ωB97M-V functional and the def2-TZVPD basis

Each line ends with the Mulliken charge.
Element x y z (Å)
1 C 0.7937 -2.0567 -0.3549  0.992
2 C -0.6775 1.7077 -1.1665  -0.660
3 C -0.6815 0.7700 1.6843  -0.841
4 C 0.6821 -3.2983 -0.8533  -1.103
5 N 0.9819 -0.9571 0.1399  -0.458
6 O 2.1514 1.1997 1.4132  -0.642
7 O 0.5209 1.6844 -0.4561  -0.343
8 P 0.9161 0.7652 0.7927  0.881
9 H -0.3015 1.9642 -2.1478  0.253
10 H -1.2347 2.5314 -0.7637  0.288
11 H -1.2818 0.7395 -1.2081  0.322
12 H -0.8419 0.4455 2.7078  0.333
13 H -0.9050 1.8626 1.7019  0.293
14 H -1.4892 0.3630 0.9883  0.266
15 H -0.1809 -3.7637 -1.4286  0.209
16 H 1.5478 -3.9574 -1.0490  0.212

Atoms 1-2, force components in eV/Å:
0.4070 0.6325 0.2336
-0.5199 -0.8168 -0.9769

As for the SMILES: C=C=N[P@@](C)(=O)OC. The charge is 0. The value obtained for the orbital gap is 8.85 eV. The spin multiplicity is 1.

***

[10]
Molecular formula: C4H8NO2S
Method: DFT, the ωB97M-V functional and the def2-TZVPD basis

Each line ends with the Mulliken charge.
Element x y z (Å)
1 O 0.3582 -1.5093 -2.2113  -0.744
2 C -0.1587 -1.7496 -1.0972  0.312
3 O -0.8757 -2.7287 -0.7929  -0.750
4 C 0.1444 -0.7019 -0.0025  0.263
5 C -0.8130 0.5110 0.0349  -0.674
6 C -0.4355 1.5020 1.0820  -0.731
7 S 0.7685 2.7740 0.5357  -0.262
8 N 0.0134 -1.3535 1.3391  -0.788
9 H 1.1827 -0.3949 -0.1187  0.321
10 H -1.7770 0.0781 0.3495  0.243
11 H -0.9918 0.8989 -0.9660  0.412
12 H -1.1710 2.1024 1.6190  0.350
13 H -0.0211 0.9179 1.9118  0.372
14 H 1.9289 2.2150 0.9828  0.096
15 H -0.5816 -2.1631 1.1738  0.326
16 H 0.8766 -1.8502 1.5224  0.253

Atoms 1-2, force components in eV/Å:
0.0073 0.1571 0.0864
-0.0030 0.1726 -1.1997

As for the SMILES: N[C@H](CCS)C(=O)[O-]. The charge is -1. The value obtained for the orbital gap is 7.21 eV. The spin multiplicity is 1.

***

[11]
Molecular formula: C4H8NO2S
Method: DFT, the ωB97M-V functional and the def2-TZVPD basis

Each line ends with the Mulliken charge.
Element x y z (Å)
1 O 3.1489 -0.1801 0.9114  -0.542
2 C 2.0403 0.0208 0.5363  -0.081
3 N 1.0681 -0.7202 0.1023  -0.090
4 C -0.2233 -0.1750 -0.2774  0.408
5 C -1.2421 -1.2528 -0.5824  -1.162
6 S -2.3490 -0.8838 -2.0039  -0.058
7 C -0.7139 0.9860 0.6219  -0.394
8 O 0.1128 1.9854 0.1501  -0.499
9 H 1.7097 1.0330 0.6573  0.383
10 H 1.0241 -1.6758 0.2792  0.156
11 H 0.0340 0.4706 -1.2996  0.175
12 H -1.8716 -1.4058 0.2989  0.366
13 H -0.7513 -2.1519 -0.8432  0.406
14 H 0.2131 1.9836 -0.7961  0.348
15 H -0.3616 0.7280 1.6573  0.309
16 H -1.8381 1.2381 0.5879  0.276

Atoms 1-2, force components in eV/Å:
2.4316 -2.3076 0.4128
0.4426 3.8201 1.4297

The expectation value of S² is 0.75. The charge is 0. The value obtained for the orbital gap (spin up / spin down) is 9.94 / 6.67 eV. The spin multiplicity is 2.

***

[12]
Molecular formula: C4H8NO3
Method: DFT, the ωB97M-V functional and the def2-TZVPD basis

Each line ends with the Mulliken charge.
Element x y z (Å)
1 C -0.2218 -1.9289 -0.3832  -0.931
2 C -0.7123 -1.4998 -1.7407  0.665
3 O -0.6977 -2.1041 -2.8112  -0.682
4 N -0.9466 -0.1527 -1.7444  -0.306
5 H -1.1572 0.4813 -2.4899  0.195
6 H -1.0233 0.3246 -0.8450  0.204
7 H 0.6132 -1.2729 -0.0263  0.194
8 H 0.0949 -2.9737 -0.3114  0.339
9 H -0.8802 -1.8956 0.5163  0.312
10 C 1.0517 2.2883 2.6378  -0.870
11 C 0.5547 1.3770 1.5072  0.633
12 O 1.3514 1.2451 0.5474  -0.713
13 O -0.4413 0.5940 1.6388  -0.738
14 H 0.9743 1.6561 3.6176  0.207
15 H 0.5744 3.2519 2.6488  0.253
16 H 2.1542 2.4201 2.4763  0.238

Atoms 1-2, force components in eV/Å:
0.5757 -0.9831 1.9904
0.5939 1.8216 -1.2747

The charge is -1. The value obtained for the orbital gap is 8.14 eV. The spin multiplicity is 1.